Entry 1:
{"formula": "C11H15N", "method": "the ωB97M-V functional and the def2-TZVPD basis", "energy_ev": -13138.173, "total_charge": 0, "smiles": "Cc1c[nH]c2ccccc12.CC", "e_above_lowest_kcal_mol": 60.37, "lumo_energy_ha": 0.0325, "e_homo_ha": -0.296, "elements": ["C", "C", "C", "C", "C", "C", "C", "C", "C", "N", "H", "H", "H", "H", "H", "H", "H", "H", "H", "C", "C", "H", "H", "H", "H", "H", "H"], "positions_angstrom": [[-1.8119, 2.3138, 0.2822], [-0.0409, -0.4736, -1.2898], [-0.8301, 0.0683, -0.1889], [-0.8310, 1.5124, -0.3770], [-0.0800, 1.7181, -1.5008], [0.0711, -1.9088, -1.2684], [-0.7443, -2.6877, -0.5306], [-1.6908, -0.7189, 0.6360], [-1.6270, -2.0821, 0.4593], [0.4394, 0.5237, -2.0809], [0.7598, 0.4381, -2.9614], [1.0067, -2.2342, -1.8134], [0.1498, 2.7005, -1.9174], [-0.8109, -3.6961, -0.3326], [-2.1602, -0.0912, 1.4357], [-2.0473, 1.7953, 1.3258], [-2.7036, 2.1965, -0.4187], [-2.2288, -2.7015, 1.0722], [-1.5262, 3.3743, 0.5727], [3.2259, -0.1549, 1.7993], [2.5759, 1.0699, 2.6453], [4.2745, -0.0376, 1.4716], [3.2725, -1.0481, 2.4445], [2.3916, -0.2774, 1.0604], [3.0848, 1.9648, 2.5925], [2.5916, 0.6583, 3.7081], [1.5685, 1.3539, 2.3256]], "forces_ev_per_angstrom": [[-2.0, 1.0, 2.7], [-2.1, -2.0, 3.1], [0.0, 0.2, -2.2], [2.1, -2.7, -1.7], [0.4, 0.8, -0.4], [2.9, 1.4, -2.4], [-1.9, 2.6, 2.8], [1.8, 1.2, -0.1], [0.4, 1.0, -1.1], [-2.1, 1.4, 5.1], [1.4, -0.3, -3.2], [-1.5, -0.5, 0.3], [0.0, -0.5, -0.2], [0.9, -2.4, -0.8], [-0.1, -1.5, -0.7], [0.1, 1.3, -2.2], [0.6, 0.9, 1.4], [-0.4, -0.7, 0.4], [-0.5, -1.2, -0.9], [-1.8, 1.0, 0.8], [0.1, -3.4, 1.1], [-0.9, 0.4, -0.4], [-0.4, 0.3, -0.3], [1.6, -0.6, -0.2], [1.6, 1.8, 0.0], [-0.4, 1.2, -1.1], [0.0, -0.7, 0.1]]}

***

Entry 2:
{"formula": "C11H15N", "method": "the ωB97M-V functional and the def2-TZVPD basis", "energy_ev": -13132.388, "total_charge": 1, "spin_multiplicity": 2, "e_above_lowest_kcal_mol": 18.88, "lumo_energy_ha": [-0.1415, -0.2597], "e_homo_ha": [-0.482, -0.501], "elements": ["C", "C", "C", "C", "C", "C", "C", "C", "C", "N", "H", "H", "H", "H", "H", "H", "H", "H", "H", "C", "C", "H", "H", "H", "H", "H", "H"], "positions_angstrom": [[1.2419, 2.0990, -1.5425], [1.2224, -0.4398, -1.1543], [1.6543, 0.8669, -0.8215], [1.8322, -1.3803, -0.2547], [2.6169, 0.7193, 0.1729], [0.2621, -0.8661, -2.0442], [-0.3064, -2.1483, -1.9120], [0.1497, -2.9860, -0.9154], [1.2643, -2.6024, -0.1018], [2.6127, -0.5604, 0.6220], [-0.3701, -0.2506, -2.6702], [-1.0889, -2.4663, -2.5846], [-0.3355, -3.9170, -0.6613], [1.9804, 2.3625, -2.3045], [1.2487, 2.8702, -0.7696], [3.2039, 1.4873, 0.6521], [3.4007, -0.9798, 1.0959], [1.6169, -3.3437, 0.6048], [0.2754, 2.0216, -2.0240], [-3.0102, 1.9380, 2.1132], [-2.6300, 0.4527, 1.9630], [-2.3078, 2.3602, 2.8421], [-3.0880, 2.4526, 1.1617], [-3.9188, 2.0158, 2.7131], [-1.7221, 0.2295, 1.3907], [-3.4297, -0.0854, 1.4544], [-2.3749, 0.1505, 2.9746]], "forces_ev_per_angstrom": [[0.6, 0.2, 1.0], [0.7, -0.1, 0.7], [-0.4, -0.6, -2.1], [-1.5, 2.1, -0.1], [-0.2, -1.0, 1.5], [-2.3, -0.9, -0.1], [0.8, -0.1, 0.1], [0.8, 0.5, 0.2], [0.0, -1.2, 0.1], [1.1, -0.3, -1.3], [0.8, 0.7, -0.3], [-0.1, 0.1, 0.1], [0.0, -0.1, -0.3], [0.0, 0.0, 0.1], [-0.3, 0.4, -0.4], [0.1, -0.1, 0.0], [0.0, 0.3, 0.5], [0.0, 0.2, 0.2], [-0.1, -0.1, 0.1], [0.5, -0.7, 0.9], [0.1, 0.6, -0.1], [0.3, 0.5, -0.8], [0.0, 0.4, 0.2], [-0.4, -0.1, -0.6], [0.0, 0.5, -0.2], [0.0, -0.4, 0.5], [-0.5, -0.8, 0.0]]}

***

Entry 3:
{"formula": "C11H15N2", "method": "the ωB97M-V functional and the def2-TZVPD basis", "energy_ev": -14621.605, "total_charge": 1, "e_above_lowest_kcal_mol": 49.23, "lumo_energy_ha": [-0.1548, -0.1460], "e_homo_ha": [-0.388, -0.403], "elements": ["C", "C", "C", "C", "C", "C", "C", "C", "C", "C", "C", "N", "N", "H", "H", "H", "H", "H", "H", "H", "H", "H", "H", "H", "H", "H", "H", "H"], "positions_angstrom": [[-1.7623, -1.7801, -1.4168], [-0.5048, -1.3311, -1.6742], [-0.5113, -2.2021, 0.3417], [-1.7217, 1.5695, -0.1463], [-0.6743, 1.8435, -1.0714], [-1.4445, 1.0620, 1.0662], [0.6371, 1.6397, -0.7412], [-0.0580, 0.7218, 1.4750], [1.0084, 1.0835, 0.4931], [2.3846, 1.2718, 1.0375], [1.5462, -1.1929, -0.3900], [-1.7577, -2.3160, -0.1736], [0.2766, -1.6073, -0.5720], [-2.6341, -1.7518, -2.0366], [-0.0967, -0.8622, -2.5427], [-0.1794, -2.6609, 1.2493], [-2.7360, 1.8115, -0.4240], [-0.9288, 2.2949, -2.0157], [-2.2233, 0.8613, 1.7870], [1.4217, 1.9329, -1.4213], [0.1690, 1.1793, 2.4453], [-0.0549, -0.3655, 1.6858], [3.1405, 1.2238, 0.2598], [2.6129, 0.5407, 1.8106], [2.4476, 2.2606, 1.4971], [2.0860, -1.5683, 0.4578], [2.0962, -0.8980, -1.2628], [-2.5390, -2.7606, 0.2824]], "forces_ev_per_angstrom": [[0.2, 0.3, -0.5], [-0.6, -0.1, -0.3], [-0.2, -0.4, -0.1], [-0.4, -0.2, 0.8], [0.9, 0.0, -0.1], [-0.2, 0.1, -0.4], [-0.5, 0.3, -0.4], [-0.1, 0.2, -0.1], [0.4, -1.6, 0.1], [0.1, 0.1, 0.1], [0.8, 1.8, 0.5], [0.5, 0.1, 0.4], [-1.3, -0.7, 0.3], [-0.2, 0.0, -0.1], [0.1, 0.1, -0.2], [0.1, 0.0, 0.2], [-0.1, 0.0, 0.0], [0.0, 0.0, -0.2], [-0.1, 0.1, 0.0], [0.1, 0.1, -0.1], [0.0, 0.0, 0.0], [0.1, 0.1, 0.0], [0.1, 0.0, -0.1], [0.0, 0.0, 0.0], [0.0, 0.1, 0.1], [0.0, -0.2, 0.2], [0.0, -0.1, -0.2], [0.1, 0.0, 0.0]]}

***

Entry 4:
{"formula": "C11H15N3", "method": "the ωB97M-V functional and the def2-TZVPD basis", "energy_ev": -16117.496, "total_charge": 0, "smiles": "c1cncc(N2C[C@@H]3CC[C@H]2CN3)c1", "e_above_lowest_kcal_mol": 71.56, "lumo_energy_ha": 0.0309, "e_homo_ha": -0.312, "elements": ["C", "C", "C", "C", "C", "C", "C", "C", "C", "C", "C", "H", "H", "H", "H", "H", "H", "H", "H", "H", "H", "H", "H", "H", "H", "H", "N", "N", "N"], "positions_angstrom": [[-1.5068, 1.9011, -0.5002], [-0.8368, 0.9410, -1.4153], [0.5713, 0.7303, -0.9417], [1.2966, 2.0839, -0.6881], [-0.7380, 2.1513, 0.6940], [-0.3175, 0.8373, 1.4306], [0.2648, -1.4141, 0.4583], [1.4247, -2.1583, 0.6340], [1.3330, -3.5444, 0.4687], [0.0902, -4.0533, 0.2226], [-0.9730, -2.0453, 0.2548], [-2.3867, 1.5761, -0.1810], [-1.7845, 2.7060, -1.1698], [-1.4229, 0.0165, -1.2540], [-0.9526, 1.0482, -2.4356], [1.1839, 0.1518, -1.7009], [1.2693, 2.5273, -1.7662], [2.3729, 1.9123, -0.4940], [0.3306, 3.8729, 0.1005], [-1.2722, 2.7621, 1.4971], [0.3403, 0.9066, 2.2862], [-1.1417, 0.0800, 1.6937], [2.2531, -1.6856, 0.9878], [2.2896, -4.1339, 0.4109], [0.0809, -5.1998, 0.0927], [-1.9548, -1.5126, 0.3556], [0.5751, 2.9010, 0.2532], [0.6307, -0.0103, 0.5355], [-1.0194, -3.3483, 0.1706]], "forces_ev_per_angstrom": [[0.6, 1.7, -2.7], [-0.3, -3.1, 2.5], [2.0, -1.1, 1.6], [-0.3, 0.2, -3.3], [3.2, 1.9, 2.7], [0.4, -2.5, -1.5], [1.4, 1.5, 0.2], [-3.0, -2.6, -0.8], [2.1, 1.0, -0.3], [0.6, -3.1, -0.4], [0.0, 1.3, 0.9], [-4.2, -1.9, 1.1], [0.3, 1.3, 0.7], [0.7, -0.3, -0.2], [0.1, 1.1, -2.2], [-0.6, 0.4, 1.2], [0.2, -0.3, 1.5], [-0.6, 0.1, 0.4], [0.5, -0.4, -0.7], [0.7, -0.4, -1.3], [-0.5, 1.0, 0.5], [0.5, 1.8, -0.2], [2.4, 1.3, 0.4], [-1.4, 0.3, 0.4], [-0.7, 1.9, 0.1], [1.0, -0.4, -0.5], [-1.8, -1.4, 2.5], [-2.1, 1.9, -2.6], [-1.1, -1.1, -0.2]]}